{
  "formula": "C34H66BrF5N4O7",
  "method": "ωB97M-V/def2-TZVPD",
  "elements": ["C", "C", "C", "C", "C", "C", "C", "C", "C", "O", "C", "O", "C", "Br", "C", "C", "C", "C", "C", "F", "F", "C", "F", "F", "F", "C", "O", "H", "H", "H", "H", "H", "H", "H", "H", "H", "H", "H", "H", "H", "H", "H", "H", "H", "H", "H", "H", "H", "H", "C", "O", "C", "C", "C", "N", "H", "H", "H", "H", "H", "H", "H", "H", "H", "H", "H", "C", "O", "C", "C", "C", "N", "H", "H", "H", "H", "H", "H", "H", "H", "H", "H", "H", "C", "O", "C", "C", "C", "N", "H", "H", "H", "H", "H", "H", "H", "H", "H", "H", "H", "C", "O", "C", "C", "C", "N", "H", "H", "H", "H", "H", "H", "H", "H", "H", "H", "H"],
  "xyz": [[2.512, -4.371, 4.243], [0.909, -4.203, 4.068], [0.510, -2.766, 3.496], [0.284, -1.740, 4.736], [-0.693, -2.754, 2.464], [-0.740, -1.729, 1.470], [0.300, -0.546, 1.327], [-0.452, 0.901, 1.366], [0.294, 2.023, 0.499], [-0.766, 2.764, -0.199], [-1.924, -1.732, 0.386], [-1.820, -1.133, -0.707], [-3.320, -2.467, 0.660], [-4.973, -2.026, -0.351], [-3.277, -3.457, 1.681], [-4.579, -4.282, 2.140], [-4.937, -3.768, 3.638], [-6.230, -2.827, 3.694], [-5.926, -1.272, 3.733], [-5.180, -0.786, 2.641], [-7.201, -0.615, 3.696], [-5.184, -0.765, 5.058], [-3.798, -1.039, 5.062], [-5.276, 0.655, 5.041], [-5.835, -1.206, 6.210], [-1.888, -3.792, 2.419], [-1.858, -4.932, 2.954], [3.074, -4.078, 3.282], [2.729, -5.496, 4.368], [2.918, -3.842, 5.175], [0.362, -4.508, 5.020], [0.625, -4.995, 3.282], [1.449, -2.374, 2.960], [-0.818, -1.570, 4.970], [0.791, -2.144, 5.686], [0.800, -0.733, 4.532], [1.091, -0.496, 2.135], [0.742, -0.628, 0.268], [-0.380, 1.226, 2.469], [-1.552, 0.837, 1.101], [0.763, 2.778, 1.227], [1.055, 1.580, -0.219], [-0.923, 2.319, -1.057], [-5.448, -4.164, 1.420], [-4.268, -5.383, 2.238], [-5.200, -4.712, 4.239], [-4.004, -3.327, 4.111], [-6.844, -3.058, 4.637], [-6.900, -3.133, 2.813], [-3.919, -2.671, -3.956], [-5.313, -2.884, -3.811], [-6.126, -1.856, -4.365], [-6.331, -1.956, -5.890], [-5.119, -1.508, -6.701], [-6.699, -3.318, -6.297], [-3.653, -1.613, -3.890], [-3.570, -3.096, -4.900], [-3.411, -3.206, -3.151], [-7.106, -1.970, -3.887], [-5.753, -0.867, -4.072], [-7.159, -1.287, -6.152], [-4.324, -2.254, -6.718], [-5.405, -1.325, -7.740], [-4.703, -0.577, -6.304], [-7.567, -3.575, -5.832], [-6.010, -3.952, -5.891], [3.131, 2.582, -3.303], [1.739, 2.361, -3.147], [0.917, 3.381, -3.700], [0.703, 3.275, -5.223], [1.908, 3.727, -6.043], [0.341, 1.909, -5.623], [3.391, 3.642, -3.244], [3.476, 2.155, -4.247], [3.648, 2.053, -2.499], [-0.058, 3.264, -3.215], [1.286, 4.374, -3.413], [-0.130, 3.937, -5.482], [2.708, 2.985, -6.062], [1.614, 3.904, -7.082], [2.320, 4.662, -5.651], [-0.523, 1.648, -5.151], [1.036, 1.280, -5.219], [6.706, 6.616, -5.933], [5.314, 6.397, -5.780], [4.492, 7.419, -6.334], [4.279, 7.311, -7.858], [5.484, 7.762, -8.678], [3.917, 5.945, -8.256], [6.967, 7.676, -5.874], [7.052, 6.189, -6.877], [7.221, 6.087, -5.128], [3.516, 7.302, -5.850], [4.862, 8.411, -6.048], [3.446, 7.974, -8.118], [6.283, 7.019, -8.696], [5.191, 7.938, -9.717], [5.897, 8.697, -8.288], [3.053, 5.686, -7.783], [4.611, 5.317, -7.850], [3.300, -4.088, 8.363], [3.698, -2.925, 7.654], [3.327, -1.701, 8.281], [4.265, -1.258, 9.422], [4.068, -2.042, 10.716], [5.676, -1.342, 9.024], [2.342, -3.956, 8.873], [4.076, -4.377, 9.074], [3.199, -4.903, 7.642], [3.377, -0.943, 7.492], [2.281, -1.737, 8.609], [4.035, -0.210, 9.643], [4.517, -3.036, 10.679], [4.533, -1.515, 11.553], [3.005, -2.158, 10.947], [5.826, -0.735, 8.221], [5.830, -2.279, 8.651]],
  "forces_ev_per_a": [[-0.4496, -0.6780, 0.1400], [0.7069, -0.9574, -1.2535], [0.3298, -0.0253, 0.8886], [0.3459, 0.1165, 0.0652], [-0.5469, 1.9915, -2.0694], [-0.4497, -1.5869, 1.5207], [-1.2233, 0.5410, -1.1420], [0.9397, -0.3882, 1.2702], [-1.2585, 0.0215, 0.6914], [1.2125, -0.6645, -0.4257], [-0.8811, 1.1394, -2.2147], [0.2813, -1.5054, 3.2648], [1.6580, -1.9209, 2.9643], [2.0765, -0.3849, 0.8547], [-0.9189, 1.7090, -2.1308], [1.7673, 0.2914, 0.8678], [-0.4763, -1.0183, -0.1345], [0.2794, -0.2561, 0.1786], [-1.1009, -0.2570, -0.7574], [-1.2590, -0.9296, 1.9894], [2.4854, -0.9262, 0.1892], [0.1826, 2.3342, 0.1563], [-3.2580, 0.0855, 0.3290], [0.2594, -3.0433, 0.3170], [1.8468, 0.6290, -2.3419], [-0.4771, -2.1193, 0.8652], [0.2475, 3.7467, -1.4101], [-0.8909, -0.1158, 1.5363], [-0.3379, 1.6685, -0.0294], [-0.4682, -0.5201, -1.4799], [0.6479, 0.6773, -1.1952], [0.2892, 1.2100, 1.2118], [-1.5799, -0.7353, 0.5237], [1.4257, -0.1984, -0.3660], [-0.7509, 0.4145, -1.4545], [-1.0122, -1.3810, 0.1817], [-0.9321, -0.5980, -1.1795], [-0.3643, -0.0493, 1.6424], [-0.4257, -0.4266, -1.6037], [1.4949, 0.1252, 0.0792], [-0.4679, -1.1436, -1.3611], [-0.8855, 0.6448, 0.8496], [0.1560, 0.2718, 0.7882], [1.2867, -0.0627, 0.8703], [-0.5017, 1.6660, -0.3388], [0.4299, 1.4766, -0.7745], [-1.3226, -0.4089, -0.4945], [1.0108, 0.5221, -1.2987], [0.9555, 1.0368, 1.1790], [0.0041, -0.4160, 0.0862], [-0.0642, 0.4510, -0.0877], [-0.2731, -0.1380, 0.0388], [0.3587, -0.2203, 0.0761], [0.0333, 0.2312, -0.2040], [-0.1182, 0.0165, 0.2762], [-0.0390, 0.0184, -0.0459], [0.1363, 0.1747, -0.0497], [-0.1211, 0.0781, 0.0274], [0.0789, -0.0971, -0.0113], [0.1514, 0.0006, -0.0774], [-0.0206, -0.0614, 0.1223], [-0.0877, -0.0105, 0.0797], [-0.0111, -0.0747, 0.1163], [-0.0080, -0.0580, -0.0093], [0.0109, 0.0289, -0.1514], [-0.0342, 0.0846, -0.1466], [-0.0003, -0.3974, 0.0908], [-0.0101, 0.3755, 0.0015], [-0.3304, -0.0698, -0.0059], [0.3413, -0.2431, 0.0696], [0.0293, 0.2545, -0.2017], [-0.1065, 0.0292, 0.2917], [-0.0465, 0.0230, -0.0917], [0.1500, 0.1834, -0.0381], [-0.1169, 0.0422, 0.0088], [0.0806, -0.0582, -0.0148], [0.1312, -0.0079, -0.0627], [-0.0180, -0.0610, 0.1292], [-0.0741, 0.0026, 0.0701], [-0.0350, -0.1099, 0.0989], [0.0206, -0.0639, 0.0253], [0.0029, 0.0247, -0.1607], [-0.0379, 0.0744, -0.1554], [-0.0225, -0.4158, 0.0835], [-0.0417, 0.4371, -0.0395], [-0.3034, -0.1203, 0.0057], [0.3716, -0.2346, 0.0628], [0.0342, 0.2404, -0.1951], [-0.1128, 0.0461, 0.2888], [-0.0475, 0.0271, -0.0835], [0.1519, 0.1843, -0.0411], [-0.1205, 0.0458, 0.0075], [0.0864, -0.0952, -0.0075], [0.1454, -0.0045, -0.0740], [-0.0187, -0.0600, 0.1283], [-0.0879, -0.0159, 0.0760], [-0.0097, -0.0771, 0.1186], [-0.0079, -0.0539, -0.0117], [0.0134, 0.0158, -0.1642], [-0.0432, 0.0679, -0.1528], [0.3211, -0.1580, -0.2771], [-0.3876, 0.1656, 0.2254], [0.1546, 0.2591, -0.1830], [0.0788, -0.4269, -0.0315], [-0.0934, 0.0897, 0.2821], [-0.1602, 0.0532, -0.2735], [0.0335, 0.0807, 0.0605], [-0.1689, -0.0667, 0.1636], [-0.0162, 0.1201, -0.0350], [0.0649, -0.1143, -0.0076], [0.0104, -0.1215, 0.1166], [-0.0150, -0.0310, -0.1385], [-0.0087, 0.0627, -0.0987], [0.0017, -0.0409, -0.1358], [0.0533, -0.0088, -0.0184], [0.0624, 0.0341, 0.1457], [0.0295, 0.0913, 0.1504]],
  "lowdin_charge": [-0.11, -0.22, -0.29, -0.05, -0.02, -0.04, -0.12, -0.15, -0.22, -0.12, -0.28, 0.03, -0.44, 0.76, -0.13, -0.14, -0.15, -0.07, -0.31, 0.04, 0.04, -0.35, 0.09, 0.08, 0.11, -0.20, 0.05, 0.08, 0.08, 0.06, 0.12, 0.11, 0.12, 0.08, 0.08, 0.08, 0.10, 0.13, 0.11, 0.11, 0.13, 0.11, 0.08, 0.08, 0.12, 0.12, 0.11, 0.14, 0.14, -0.12, -0.22, -0.21, -0.43, -0.07, 0.03, 0.09, 0.07, 0.08, 0.12, 0.12, 0.13, 0.06, 0.08, 0.08, 0.07, 0.07, -0.10, -0.20, -0.20, -0.42, -0.08, 0.04, 0.09, 0.08, 0.09, 0.11, 0.12, 0.14, 0.07, 0.08, 0.07, 0.07, 0.07, -0.11, -0.20, -0.21, -0.43, -0.07, 0.05, 0.09, 0.07, 0.09, 0.12, 0.12, 0.14, 0.06, 0.08, 0.08, 0.05, 0.07, -0.10, -0.21, -0.21, -0.43, -0.07, 0.04, 0.09, 0.08, 0.08, 0.12, 0.12, 0.13, 0.06, 0.08, 0.08, 0.07, 0.07],
  "homo_energy_ev": -9.14,
  "smiles": "CC[C@H](C)C1=C(CCCO)C(=O)C(Br)=C(CCCC(F)(F)C(F)(F)F)C1=O.COC[C@@H](C)N.COC[C@@H](C)N.COC[C@@H](C)N.COC[C@@H](C)N",
  "energy_ev": -140244.3327,
  "spin_multiplicity": 1,
  "lumo_energy_ev": -1.317
}